(1)
{"formula": "C21H30N2O4", "method": "ωB97M-V/def2-TZVPD", "species": ["O", "O", "O", "O", "N", "N", "C", "C", "C", "C", "C", "C", "C", "C", "C", "C", "C", "C", "C", "C", "C", "C", "C", "C", "C", "C", "C", "H", "H", "H", "H", "H", "H", "H", "H", "H", "H", "H", "H", "H", "H", "H", "H", "H", "H", "H", "H", "H", "H", "H", "H", "H", "H", "H", "H", "H", "H"], "positions_angstrom": [[-5.64078, -0.96963, 1.26764], [-2.29572, 0.76965, -1.73078], [2.62609, 0.31896, 2.38169], [4.47606, -1.74068, -1.35663], [-2.81267, 1.22528, 0.42417], [3.65936, 0.31019, 0.37084], [2.90152, -3.36308, -0.72737], [4.75853, -0.54568, 0.73968], [-0.61465, 1.74495, -0.32258], [1.89059, 2.82451, 0.24018], [-0.34125, 3.06989, -0.66583], [-5.16322, -2.14952, -0.72171], [4.65292, -1.91613, 0.04753], [-3.84126, -1.77111, -0.05727], [-1.39360, 3.90792, -1.32415], [-4.28273, -0.70300, 0.95128], [-1.97180, 1.18520, -0.63693], [-4.16495, 0.72455, 0.37698], [3.22978, 3.42118, 0.55642], [1.60754, 1.49637, 0.55330], [0.07438, -0.48551, 0.62955], [3.22820, -2.27842, -1.75083], [2.65906, 0.65091, 1.21265], [0.90771, 3.59125, -0.36963], [0.35141, 0.94912, 0.28665], [-6.14188, -2.00847, 0.44178], [3.46290, -2.74698, 0.55234], [3.77274, -3.49247, 1.28051], [3.94942, 3.18371, -0.22760], [-5.40533, -1.43883, -1.51174], [0.57057, -1.14118, -0.08702], [3.43612, -4.28076, -0.97457], [-3.41581, -2.63138, 0.46159], [3.15612, 4.50366, 0.62822], [3.61381, 3.03064, 1.49608], [2.72729, -2.09174, 1.01850], [-3.11488, -1.38218, -0.76646], [-7.15322, -1.73828, 0.12943], [-4.82003, 1.38342, 0.95228], [-6.18929, -2.93861, 1.02580], [3.59008, 0.54760, -0.60652], [-2.20901, 4.10946, -0.62910], [1.83658, -3.57586, -0.67068], [5.69836, -0.06656, 0.44966], [3.33582, -2.65417, -2.76992], [1.12195, 4.62108, -0.61750], [-5.15861, -3.15346, -1.13875], [-0.98961, -0.70380, 0.59958], [0.45755, -0.71458, 1.62200], [-1.81146, 3.38141, -2.18001], [4.72932, -0.67351, 1.82360], [2.45571, -1.49380, -1.74435], [-2.44806, 1.51291, 1.31894], [-4.47734, 0.72988, -0.66929], [-0.98067, 4.85632, -1.65787], [-3.70126, -0.75016, 1.88355], [5.60159, -2.45047, 0.19268]], "forces_ev_per_angstrom": [[0.01, 0.21, -0.01], [-0.04, -0.12, -0.35], [-0.08, -0.09, 0.31], [0.19, 0.19, 0.04], [-0.17, -0.07, 0.25], [0.22, -0.20, -0.29], [0.15, 0.17, -0.09], [0.21, -0.37, -0.12], [0.32, 0.03, -0.09], [-0.02, -0.17, 0.03], [0.06, -0.05, 0.04], [-0.10, 0.12, 0.22], [0.14, 0.12, 0.53], [-0.06, 0.01, 0.16], [-0.01, 0.02, -0.05], [0.37, 0.32, -0.07], [0.16, 0.19, 0.40], [-0.34, -0.34, 0.12], [0.02, 0.04, -0.04], [-0.23, 0.24, 0.05], [0.00, -0.04, 0.05], [-0.37, -0.18, -0.15], [-0.03, 0.17, -0.33], [-0.10, -0.13, 0.00], [-0.04, 0.07, -0.02], [-0.16, -0.35, -0.14], [0.08, 0.06, -0.22], [0.00, 0.02, 0.07], [0.10, 0.03, 0.01], [-0.02, -0.01, -0.06], [0.02, -0.11, -0.03], [-0.03, -0.04, -0.03], [0.02, -0.02, 0.00], [0.03, 0.06, 0.02], [0.10, 0.04, 0.06], [-0.04, 0.00, 0.06], [0.09, -0.01, 0.00], [0.06, -0.06, 0.02], [0.03, -0.03, -0.07], [-0.04, 0.07, -0.08], [-0.14, 0.06, 0.08], [-0.08, 0.05, 0.00], [-0.05, -0.05, -0.01], [-0.04, -0.03, 0.09], [-0.06, 0.03, 0.05], [0.02, 0.13, -0.02], [-0.01, -0.02, -0.07], [-0.03, -0.09, 0.00], [-0.02, -0.08, 0.03], [-0.06, 0.04, -0.07], [0.10, 0.03, -0.09], [0.05, -0.08, -0.02], [0.10, 0.05, -0.14], [-0.07, 0.04, 0.09], [-0.02, 0.07, -0.01], [-0.04, 0.00, -0.13], [-0.12, 0.06, 0.02]], "orbital_gap_ev": 9.8, "e_tot_ha": -1228.7287, "e_above_lowest_ev": 0.821, "max_force_ev_per_a": 0.56, "lumo_ha": 0.0263, "spin_multiplicity": 1}


(2)
{"formula": "C31H33AsCl2N5O5SbSe4Ti", "method": "ωB97M-V/def2-TZVPD", "species": ["Sb", "Se", "Se", "Se", "Se", "As", "Ti", "Cl", "Cl", "O", "O", "O", "O", "O", "N", "N", "N", "N", "N", "C", "C", "C", "C", "C", "C", "C", "C", "C", "C", "C", "C", "C", "C", "C", "C", "C", "C", "C", "C", "C", "C", "C", "C", "C", "C", "C", "C", "C", "C", "C", "H", "H", "H", "H", "H", "H", "H", "H", "H", "H", "H", "H", "H", "H", "H", "H", "H", "H", "H", "H", "H", "H", "H", "H", "H", "H", "H", "H", "H", "H", "H", "H", "H"], "positions_angstrom": [[4.54466, -0.40229, 0.34519], [5.74520, -2.46531, -0.17920], [4.78778, -0.04420, 2.78123], [6.34972, 0.98350, -0.61984], [2.36898, -0.13860, -0.70800], [0.80855, -0.19181, -2.55817], [0.15949, 0.37972, -0.35004], [-3.33951, -6.35584, -0.72104], [1.25923, -3.65120, -1.24982], [-0.20730, -1.41565, -0.09287], [-1.12148, 0.94511, 1.09021], [-0.22033, 3.87907, 0.93291], [-2.96522, 1.35664, -3.03372], [0.74293, 2.20898, -0.24998], [-1.69823, 1.00863, -1.12977], [-2.96244, 2.14707, 0.34988], [1.17120, 2.47703, 1.98149], [-2.90948, -1.35401, 0.53133], [1.59970, 1.16218, 2.11238], [-1.88995, 1.33153, 0.17881], [-4.30999, 4.12825, -2.57604], [-7.74913, 1.09943, -0.41859], [-0.93389, -2.47836, -0.23137], [2.14580, 2.36530, -3.16378], [-5.10477, 1.91065, -0.80010], [-1.07037, -0.73072, -4.85912], [-0.80557, -1.05191, -3.37580], [-2.60779, 4.67990, -0.96783], [2.05479, -1.06672, -3.84547], [-4.97980, -2.51351, 0.82270], [-0.38272, -3.65690, -0.72283], [-2.44364, -4.85936, -0.53064], [-5.55646, 0.71545, -1.34238], [-4.45269, -3.66904, 0.34018], [0.49709, 2.87348, 0.84971], [-1.13052, -4.83771, -0.87642], [0.85660, 1.59553, -3.41051], [-7.30408, 2.30224, 0.12176], [3.47641, -1.38761, -3.45181], [-2.34004, -2.50380, 0.09700], [-3.53981, 3.78042, -1.46459], [-3.09304, -3.70918, -0.03688], [-3.23109, 6.27612, -2.66671], [-4.16052, -1.36633, 0.88942], [-2.74873, 1.49192, -1.85178], [-4.16048, 5.37124, -3.16859], [-2.45835, 5.92632, -1.57032], [-3.65440, 2.35613, -0.90565], [-5.99044, 2.70316, -0.06902], [-6.87540, 0.31333, -1.15352], [-7.97715, 2.92544, 0.69810], [-0.00998, 2.14352, -3.04656], [-1.20095, 0.33692, -5.02487], [-0.27565, -1.09833, -5.51001], [3.99474, -1.84149, -4.30467], [-5.01594, 3.41209, -2.97827], [-7.21240, -0.62597, -1.57568], [3.01546, 1.76564, -3.42176], [-5.64100, 3.64166, 0.34815], [2.02674, -0.38421, -4.69458], [-6.01353, -2.46389, 1.14206], [-5.05709, -4.56148, 0.25363], [-3.10019, 7.24390, -3.13673], [2.16726, 3.28211, -3.76088], [-1.67787, -0.74298, -2.81002], [-3.24795, 2.47776, 1.25432], [2.57792, 1.09983, 2.38565], [0.71809, 1.44012, -4.48308], [3.52417, -2.09160, -2.62723], [2.23739, 2.63820, -2.12039], [-1.97570, 4.40851, -0.12737], [-0.65528, -5.72505, -1.27161], [-0.72220, -2.13330, -3.25559], [-8.77309, 0.78278, -0.26080], [0.89617, 2.98306, 2.80607], [1.52261, -1.97525, -4.12747], [4.02884, -0.50051, -3.15342], [-4.88168, 0.09594, -1.92151], [-2.00023, -1.20862, -5.18956], [-1.71204, 6.61040, -1.18535], [1.03792, 0.66060, 2.78705], [-4.75999, 5.62668, -4.03449], [-4.55203, -0.41791, 1.24747]], "forces_ev_per_angstrom": [[1.60, 0.11, 2.25], [0.02, -0.01, -0.45], [-0.34, 0.01, -0.16], [0.13, -0.08, -0.51], [4.18, -1.11, 0.11], [-1.04, -0.34, -4.82], [0.28, 0.75, 1.32], [-0.01, 0.03, 0.01], [0.12, -0.01, 0.06], [-1.43, -1.94, 0.38], [-1.48, 0.49, 0.49], [0.14, -0.19, -0.21], [-0.15, -0.05, -0.15], [-0.43, 1.24, 0.77], [-0.83, 0.06, 0.46], [0.00, -0.27, -0.02], [0.02, 0.04, -0.08], [0.23, -0.13, 0.02], [-0.13, -0.13, 0.07], [-1.28, 0.78, 0.57], [0.01, 0.00, 0.11], [0.02, 0.08, 0.03], [0.21, -0.06, -0.05], [-0.06, -0.04, -0.01], [0.10, -0.09, 0.00], [-0.10, -0.23, 0.21], [-0.36, 0.33, -0.86], [-0.01, 0.02, 0.15], [-0.23, -0.11, 0.33], [-0.20, 0.25, 0.08], [-0.26, -0.20, -0.15], [-0.21, -0.17, -0.01], [-0.05, -0.04, -0.08], [0.07, -0.13, 0.00], [0.23, 0.99, -0.11], [0.23, 0.21, 0.03], [-0.23, -0.08, -0.29], [0.09, -0.05, 0.02], [0.14, -0.06, -0.17], [-0.10, -0.36, -0.07], [-0.08, -0.08, 0.01], [0.15, 0.29, 0.02], [0.04, -0.02, 0.04], [-0.09, 0.04, 0.06], [0.33, -0.03, 0.33], [-0.01, -0.03, 0.00], [-0.03, -0.05, -0.02], [0.15, 0.31, -0.12], [-0.03, -0.09, -0.04], [0.04, 0.01, 0.03], [-0.01, -0.01, -0.01], [-0.07, 0.09, 0.07], [0.05, 0.06, 0.06], [0.09, 0.05, 0.00], [0.00, 0.03, 0.02], [0.01, 0.02, -0.02], [0.01, 0.02, 0.00], [0.17, -0.03, -0.07], [-0.02, 0.00, -0.04], [0.00, -0.02, -0.12], [0.01, 0.05, -0.03], [0.03, -0.03, 0.00], [-0.02, -0.01, -0.01], [-0.03, -0.04, -0.01], [0.02, 0.05, 0.16], [0.03, 0.07, -0.04], [0.14, -0.03, -0.02], [-0.06, -0.06, -0.02], [0.05, -0.03, 0.13], [0.05, 0.04, 0.20], [0.08, -0.01, -0.11], [0.04, 0.04, 0.01], [0.29, -0.07, 0.15], [0.01, -0.01, -0.03], [-0.07, 0.06, 0.05], [0.01, -0.07, -0.08], [0.11, 0.04, 0.05], [-0.01, 0.04, 0.03], [0.04, -0.01, 0.03], [-0.02, -0.01, 0.01], [-0.12, -0.06, 0.04], [0.01, 0.01, 0.01], [-0.15, -0.05, -0.01]], "orbital_gap_ev": [4.7, 5.2], "e_tot_ha": -15702.9181, "e_above_lowest_ev": 3.693, "max_force_ev_per_a": 4.95, "s2": 2.0303, "lumo_ha": [0.1288, 0.1287], "spin_multiplicity": 3, "total_charge": -2}


(3)
{"formula": "C4H23N3O7", "method": "ωB97M-V/def2-TZVPD", "species": ["O", "O", "O", "O", "O", "O", "O", "N", "N", "N", "C", "C", "C", "C", "H", "H", "H", "H", "H", "H", "H", "H", "H", "H", "H", "H", "H", "H", "H", "H", "H", "H", "H", "H", "H", "H", "H"], "positions_angstrom": [[0.96607, 2.71282, 2.86754], [-0.04443, 3.30501, 0.36091], [-0.80956, 2.47759, -2.81878], [-1.16780, 0.52999, -1.24625], [2.72028, -1.49575, -2.57977], [-2.35011, -2.35328, 1.86863], [-1.15842, -2.40466, -2.14458], [-2.76632, 0.72674, 1.14514], [1.82707, -2.82929, 1.46493], [0.70685, 0.06114, -0.33827], [-1.26664, 0.78189, 1.12211], [1.64299, -0.40217, 0.67319], [-0.59509, 0.47681, -0.14102], [2.23736, -1.83265, 0.43406], [1.13294, -0.52116, 1.64350], [0.97900, -3.35948, 1.33405], [2.52474, 0.24716, 0.72274], [2.88054, -2.13597, -3.28352], [2.72507, -0.67720, -3.14422], [0.29462, 3.40107, 2.86044], [-1.15766, 0.02225, 1.92248], [-1.44447, -2.24472, 2.14489], [-0.94360, 1.85045, 1.49118], [1.03835, -0.07367, -1.32875], [-0.40289, 1.62795, -3.01071], [-0.26201, -2.08813, -2.31285], [1.00012, 2.57527, 1.92331], [3.33064, -1.79080, 0.62823], [-0.14732, 2.59010, -0.24134], [-0.79068, 3.10983, -3.53082], [-3.14851, 1.35010, 0.40645], [2.18722, -2.77762, 2.41311], [-0.20292, 4.16687, -0.01118], [-3.09702, -0.21264, 0.94925], [1.96659, -2.11600, -0.54439], [-2.53973, -3.28509, 1.77576], [-1.44844, -1.77341, -1.46820]], "forces_ev_per_angstrom": [[-0.10, 0.12, 0.35], [0.57, 0.77, 1.65], [-0.18, 0.49, 0.90], [-1.20, 0.49, 1.30], [-0.04, 1.40, -1.56], [-0.57, 0.58, -0.23], [0.29, 0.22, 0.36], [0.44, 1.43, -1.53], [-0.16, 0.02, -0.95], [1.11, -0.30, 1.00], [-1.86, 0.92, 3.15], [0.55, -0.68, 0.49], [1.06, -1.91, -4.67], [0.19, 0.12, 3.21], [0.26, 0.76, -0.36], [0.16, 0.24, 0.10], [-0.42, 0.38, 0.31], [0.00, -0.50, 0.29], [0.01, -0.77, 1.05], [-0.08, 0.15, 0.49], [1.39, 0.58, -0.39], [0.44, -0.30, 0.15], [-0.60, -2.50, -0.48], [-1.11, 0.32, 1.60], [-0.23, 0.21, -0.39], [-0.06, -0.16, -0.15], [0.41, -0.21, -0.55], [-0.54, 0.21, -0.94], [-0.33, -0.06, -1.60], [0.36, -0.25, -0.64], [0.32, -0.70, 0.63], [-0.23, 0.20, -0.63], [-0.12, -0.04, -0.76], [0.21, 0.01, -0.02], [0.08, -0.89, -0.93], [0.20, -0.30, 0.02], [-0.22, -0.05, -0.26]], "orbital_gap_ev": 8.7, "e_tot_ha": -857.0903, "e_above_lowest_ev": 4.088, "max_force_ev_per_a": 5.16, "lumo_ha": -0.0014, "spin_multiplicity": 1}


(4)
{"formula": "C6H16NO", "method": "ωB97M-V/def2-TZVPD", "species": ["O", "N", "C", "C", "C", "C", "C", "C", "H", "H", "H", "H", "H", "H", "H", "H", "H", "H", "H", "H", "H", "H", "H", "H"], "positions_angstrom": [[-1.49328, -1.94534, -0.74435], [1.20565, -1.59655, 0.30885], [-2.30449, 0.23738, 0.32993], [-1.03714, 1.73600, -1.15492], [-1.11955, 0.65079, -0.07207], [1.28759, -0.07084, 0.06550], [0.11864, 0.61653, 0.73210], [2.63787, 0.49364, 0.64015], [0.46876, 1.53995, 1.26441], [3.51717, 0.14268, 0.14049], [-1.85556, 1.49839, -1.79983], [-0.14214, 1.80405, -1.77265], [-2.51678, -0.37635, 1.19417], [1.91235, -2.05002, -0.27006], [-0.16753, 0.18063, 1.69473], [1.26665, 0.00407, -1.04971], [2.48288, 0.35268, 1.69133], [-1.38337, 2.66286, -0.70143], [0.18271, -1.79443, 0.23267], [-1.54368, -2.68533, -1.37256], [1.44383, -1.68551, 1.30623], [-2.43179, -1.71648, -0.74101], [-3.14332, 0.43030, -0.33054], [2.61452, 1.57092, 0.40859]], "forces_ev_per_angstrom": [[-0.20, -1.56, -1.02], [-0.31, 2.06, 1.40], [-0.47, -0.15, -0.21], [-1.25, -1.14, 0.02], [0.43, 3.34, -0.02], [1.57, 0.36, -0.89], [0.16, -0.56, 2.21], [-2.36, 0.50, -1.42], [-0.40, 0.14, -1.62], [0.57, -0.75, 0.29], [-0.45, 0.00, -1.02], [0.12, 0.12, 0.43], [0.26, 0.04, 0.18], [-0.67, -0.54, -0.02], [0.30, -1.19, 0.08], [-0.20, 0.17, 0.89], [1.02, -0.02, 0.80], [0.76, 0.31, 0.04], [0.54, -0.82, -0.82], [0.54, -0.15, 0.14], [0.09, -0.48, -0.38], [0.17, 0.54, 0.45], [-0.18, 0.11, 0.17], [-0.04, -0.33, 0.33]], "orbital_gap_ev": 9.8, "e_tot_ha": -367.9110, "e_above_lowest_ev": 1.944, "max_force_ev_per_a": 3.37, "lumo_ha": -0.1144, "spin_multiplicity": 1, "total_charge": 1}